H6O3 | ωB97M-V with the def2-TZVPD basis set

Computed properties:
Strongest force on any atom in eV/A: 0.3
Multiplicity: 1
HOMO energy in eV: -11.2102
Kohn-Sham gap in eV: 11.774
Relative energy (zero: lowest compared OMol25 entry of this formula, charge and spin) in eV: 0.588
Net charge: 0

Each atom is followed by the atoms it is bonded to, with distances in Å.
Positions of all 9 atoms, in Å:
1 O -1.2072 -2.7916 0.7582  H2 0.957, H3 0.957
2 H -1.8397 -2.1660 0.4049  O1 0.957
3 H -1.6974 -3.2813 1.4186  O1 0.957
4 O 2.4109 -0.6111 -0.0358  H5 0.957, H6 0.957
5 H 1.9783 0.2228 -0.2191  O4 0.957
6 H 1.6970 -1.2473 0.0076  O4 0.957
7 O -0.3005 3.2173 -0.4239  H8 0.957, H9 0.957
8 H -1.1705 2.9954 -0.7556  O7 0.957
9 H 0.1290 3.6617 -1.1548  O7 0.957


C4H13NS | ωB97M-V with the def2-TZVPD basis set

Computed properties:
Strongest force on any atom in eV/A: 0.9
Multiplicity: 1
HOMO energy in eV: -8.6247
Kohn-Sham gap in eV: 9.543
Relative energy (zero: lowest compared OMol25 entry of this formula, charge and spin) in eV: 0.469
Net charge: 0

Each atom is followed by the atoms it is bonded to, with distances in Å.
Positions of all 19 atoms, in Å:
1 C -1.9793 -1.3630 -0.9178  S2 1.808, H4 1.084, H5 1.081, H6 1.089
2 S -1.9961 -0.5766 0.7097  C1 1.808, C3 1.795
3 C -0.8921 -1.7008 1.5693  S2 1.795, H7 1.089, H8 1.081, H9 1.081
4 H -2.6275 -0.7932 -1.5735  C1 1.084
5 H -2.3720 -2.3666 -0.8316  C1 1.081
6 H -0.9564 -1.3946 -1.2902  C1 1.089
7 H 0.0688 -1.7476 1.0587  C3 1.089
8 H -0.7702 -1.3165 2.5728  C3 1.081
9 H -1.2577 -2.7174 1.5891  C3 1.081
10 C 0.8718 2.4842 0.0499  N11 1.456, H13 1.090, H14 1.096, H15 1.093
11 N 1.4718 1.2050 0.3995  C10 1.456, C12 1.442, H16 1.012
12 C 1.7963 0.4422 -0.7799  N11 1.442, H17 1.102, H18 1.093, H19 1.086
13 H 1.5939 3.0417 -0.5459  C10 1.090
14 H -0.0730 2.3989 -0.4980  C10 1.096
15 H 0.6290 3.0594 0.9471  C10 1.093
16 H 0.7979 0.6821 0.9442  N11 1.012
17 H 0.9570 0.2743 -1.4745  C12 1.102
18 H 2.1842 -0.5546 -0.5537  C12 1.093
19 H 2.5536 0.9433 -1.3754  C12 1.086


C25H46BrNO7PS | ωB97M-V with the def2-TZVPD basis set

Computed properties:
Strongest force on any atom in eV/A: 6.3
Multiplicity: 1
HOMO energy in eV: -11.3872
Kohn-Sham gap in eV: 8.559
Relative energy (zero: lowest compared OMol25 entry of this formula, charge and spin) in eV: 2.902
Net charge: +1

Each atom is followed by the atoms it is bonded to, with distances in Å.
Positions of all 82 atoms, in Å:
1 C -4.7448 0.3033 -2.1825  C2 1.603, H32 1.130, H33 1.130, H34 1.116
2 C -3.4225 -0.5351 -1.8369  C1 1.603, C3 1.587, H35 1.118, H36 1.118
3 C -2.2645 0.5291 -1.6203  C2 1.587, Br4 1.995, C5 1.579, H37 1.127
4 Br -1.4191 1.0631 -3.3471  C3 1.995
5 C -1.0923 0.1074 -0.6507  C3 1.579, C6 1.597, C27 1.622, H38 1.129
6 C -1.1246 -1.2743 0.1500  C5 1.597, C7 1.578, C12 1.626, H39 1.126
7 C -0.2834 -2.3442 -0.6479  C6 1.578, C8 1.599, H40 1.129, H41 1.130
8 C -0.9333 -2.6741 -2.0715  C7 1.599, C9 1.573, H42 1.122, H43 1.132
9 C -0.0360 -3.6189 -2.9524  C8 1.573, C10 1.604, C11 1.575, H44 1.131
10 C 1.0990 -2.7856 -3.7198  C9 1.604, H45 1.119, H46 1.131, H47 1.121
11 C 0.5200 -4.8956 -2.2172  C9 1.575, H48 1.128, H49 1.130, H50 1.119
12 C -0.7408 -0.9709 1.7008  C6 1.626, S13 1.840, N17 1.489, H51 1.128
13 S 0.9942 -1.4326 2.1022  C12 1.840, C14 1.863, O15 1.464, O16 1.475
14 C 1.0745 -3.2913 2.2079  S13 1.863, H52 1.125, H53 1.121, H54 1.118
15 O 1.5096 -0.9873 3.3982  S13 1.464
16 O 1.9809 -1.0450 1.0772  S13 1.475
17 N -1.2383 0.4276 1.8157  C12 1.489, C18 1.527, C21 1.496, C27 1.499
18 C -2.7308 0.7467 1.7755  N17 1.527, C19 1.561, H55 1.129, H56 1.129
19 C -3.7679 -0.3959 2.0121  C18 1.561, O20 1.456, H57 1.133, H58 1.116
20 O -4.4785 -0.2080 3.2691  C19 1.456, H59 0.976
21 C -0.8471 0.9026 3.1792  N17 1.496, C22 1.444, C26 1.486
22 C 0.0560 1.9771 3.5193  C21 1.444, C23 1.473, H60 1.111
23 C 0.3987 2.3157 4.9117  C22 1.473, C24 1.471, H61 1.112
24 C -0.1728 1.5784 6.0486  C23 1.471, C25 1.476, H62 1.115
25 C -1.0766 0.4638 5.7049  C24 1.476, C26 1.451, H63 1.112
26 C -1.3987 0.1389 4.3284  C21 1.486, C25 1.451, H64 1.120
27 C -0.6926 1.0822 0.5825  C5 1.622, N17 1.499, P28 1.865, H65 1.138
28 P -0.7319 2.9326 0.3515  C27 1.865, O29 1.485, O30 1.667, O31 1.679
29 O -1.2727 3.4149 -0.9449  P28 1.485
30 O -1.5860 3.7092 1.5540  P28 1.667, H66 0.982
31 O 0.8537 3.4819 0.4042  P28 1.679, H67 0.977
32 H -5.6031 -0.4226 -2.0643  C1 1.130
33 H -4.9149 1.0859 -1.3858  C1 1.130
34 H -4.7108 0.7684 -3.1960  C1 1.116
35 H -3.6841 -1.1268 -0.9255  C2 1.118
36 H -3.1644 -1.1506 -2.7340  C2 1.118
37 H -2.8021 1.4590 -1.2777  C3 1.127
38 H -0.1284 0.0666 -1.2360  C5 1.129
39 H -2.1008 -1.8161 0.2950  C6 1.126
40 H -0.2523 -3.3525 -0.1405  C7 1.129
41 H 0.7606 -1.9993 -0.9086  C7 1.130
42 H -1.0760 -1.7149 -2.6368  C8 1.122
43 H -1.9608 -3.1277 -1.9285  C8 1.132
44 H -0.7072 -4.0004 -3.7792  C9 1.131
45 H 2.0431 -3.3718 -3.8469  C10 1.119
46 H 0.7170 -2.5814 -4.7644  C10 1.131
47 H 1.2428 -1.7778 -3.2505  C10 1.121
48 H -0.3600 -5.5470 -1.9462  C11 1.128
49 H 1.0984 -5.4892 -2.9853  C11 1.130
50 H 1.1761 -4.6861 -1.3354  C11 1.119
51 H -1.3115 -1.7579 2.2729  C12 1.128
52 H 1.3052 -3.5913 3.2678  C14 1.125
53 H 0.0406 -3.6666 1.9926  C14 1.121
54 H 1.8399 -3.7047 1.5058  C14 1.118
55 H -3.0549 1.3032 0.8484  C18 1.129
56 H -2.9097 1.5082 2.5897  C18 1.129
57 H -4.5706 -0.3136 1.2173  C19 1.133
58 H -3.4140 -1.4537 1.9885  C19 1.116
59 H -4.6572 -1.1147 3.5843  O20 0.976
60 H 0.5499 2.5681 2.7190  C22 1.111
61 H 1.1035 3.1398 5.1584  C23 1.112
62 H 0.0512 1.8397 7.1096  C24 1.115
63 H -1.5185 -0.1213 6.5406  C25 1.112
64 H -2.0786 -0.7382 4.1787  C26 1.120
65 H 0.4291 0.8917 0.6032  C27 1.138
66 H -2.1832 4.3362 1.0915  O30 0.982
67 H 1.4745 2.7287 0.4541  O31 0.977
68 C 5.9409 1.7348 -1.1642  C69 1.518, H73 1.092, H74 1.091, H75 1.093
69 C 5.5184 1.5470 -2.6105  C68 1.518, O70 1.421, H76 1.092, H77 1.094
70 O 4.1099 1.5677 -2.7995  C69 1.421, C71 1.417
71 C 3.4433 2.7618 -2.4292  O70 1.417, C72 1.518, H78 1.097, H79 1.093
72 C 3.9046 3.9855 -3.2008  C71 1.518, H80 1.092, H81 1.092, H82 1.092
73 H 5.4554 0.9973 -0.5208  C68 1.092
74 H 7.0229 1.6291 -1.0688  C68 1.091
75 H 5.6694 2.7246 -0.7901  C68 1.093
76 H 5.8557 0.5665 -2.9519  C69 1.092
77 H 5.9979 2.2847 -3.2609  C69 1.094
78 H 3.5261 2.9238 -1.3470  C71 1.097
79 H 2.3823 2.5975 -2.6367  C71 1.093
80 H 4.9484 4.2259 -2.9873  C72 1.092
81 H 3.3012 4.8550 -2.9340  C72 1.092
82 H 3.8232 3.8140 -4.2757  C72 1.092


Question: What is the formula in the second record?
Answer: C4H13NS


Question: The highest net charge belongs to which entry?
Answer: C25H46BrNO7PS


Question: Which formula does entry 1 have?
Answer: H6O3


Question: Number 2 is which compound?
Answer: C4H13NS